This record from the OMol25 dataset describes an isolated molecule of C8H7OP. The level of theory is wB97M-V/def2-TZVPD.

Geometry (Å):
C1 2.8882 -1.3361 0.6428
P1 1.4836 -1.4637 -0.1701
C2 0.0316 -0.3553 -1.0864
C3 -1.3242 -0.8839 -0.7597
C4 -2.2248 -0.3112 0.0574
C5 -1.7717 0.7876 0.8792
C6 -0.6379 1.4582 0.6435
C7 0.2995 0.9543 -0.3083
C8 1.5380 1.3816 -0.0824
O1 2.3728 2.1823 0.1573
H1 3.5309 -0.4218 0.7311
H2 1.1365 -2.7369 -0.2540
H3 0.2728 -0.2927 -2.1735
H4 -1.5406 -1.9076 -1.3844
H5 -3.2218 -0.5567 0.2008
H6 -2.5136 1.1881 1.6153
H7 -0.3192 2.3138 1.2915

Calculated values
Total charge ... 0
Frontier orbital gap ... 7.25 eV
DFT total energy ... -19739.0512 eV
Multiplicity ... 1
Largest force on an atom ... 0.081 Eh/bohr